Formula: C5H15N2
Source: the Open Molecules 2025 dataset
Level of theory: the ωB97M-V functional and the def2-TZVPD basis

Calculated values
* SMILES: CC(C)[C@@H]([NH3+])CN
* energy: -8400.996 eV
* relative energy (zero: lowest compared OMol25 entry of this formula, charge and spin): 38.8 kcal per mole
* frontier orbital gap: 11.4 eV
* total charge: +1

Bonds (Å) are listed after each position.
Geometry (Å):
1 C 0.93054 -0.43143 -2.16257  C2 1.530, H8 1.049, H9 1.137, H10 1.093
2 C 0.67362 -0.68728 -0.67627  C1 1.530, C3 1.621, C4 1.523, H11 1.143
3 C -0.29795 -1.96928 -0.47359  C2 1.621, H12 1.103, H13 1.059, H14 1.163
4 C 0.18978 0.48283 0.17016  C2 1.523, N5 1.562, C6 1.454, H15 1.120
5 N -1.27408 0.89452 -0.18866  C4 1.562, H16 1.076, H17 1.038, H18 1.064
6 C 0.22998 0.44930 1.62302  C4 1.454, N7 1.517, H19 1.143, H20 1.172
7 N -0.23197 1.81474 2.09615  C6 1.517, H21 1.033, H22 1.028
8 H 1.42955 -1.27258 -2.54264  C1 1.049
9 H 0.01781 -0.19034 -2.79696  C1 1.137
10 H 1.57931 0.44850 -2.14243  C1 1.093
11 H 1.69740 -0.96435 -0.24933  C2 1.143
12 H 0.19759 -2.85043 -0.91547  C3 1.103
13 H -0.39138 -2.17124 0.56169  C3 1.059
14 H -1.29636 -1.65176 -0.97901  C3 1.163
15 H 0.77666 1.35376 -0.21989  C4 1.120
16 H -1.58743 1.38625 0.71582  N5 1.076
17 H -1.25133 1.18040 -1.18640  N5 1.038
18 H -1.88987 0.03835 -0.04567  N5 1.064
19 H -0.59499 -0.08247 2.20956  C6 1.143
20 H 1.29011 0.05625 1.93032  C6 1.172
21 H 0.59326 2.39712 2.31362  N7 1.033
22 H -0.79027 1.76914 2.95854  N7 1.028